{"formula": "C15H15N3O2", "method": "ωB97M-V with the def2-TZVPD basis set", "lumo_ha": 0.002, "homo_lumo_gap_ev": 8.9265, "de_lowest_kcal_mol": 0.00, "elements": ["C", "C", "O", "C", "C", "C", "C", "C", "N", "C", "O", "N", "C", "C", "C", "C", "C", "N", "C", "C", "H", "H", "H", "H", "H", "H", "H", "H", "H", "H", "H", "H", "H", "H", "H"], "coordinates": [[-5.6671, -0.7593, 0.0411], [-4.9421, 0.5518, 0.2183], [-5.5291, 1.5684, 0.5114], [-3.4679, 0.5459, 0.0103], [-2.8150, 1.7782, -0.0380], [-1.4527, 1.8341, -0.2571], [-0.7166, 0.6719, -0.4058], [-1.3470, -0.5711, -0.3165], [-0.6500, -1.7689, -0.4625], [0.6541, -2.0924, -0.1324], [1.1727, -3.0931, -0.5784], [1.2539, -1.2679, 0.7636], [2.6650, -1.3644, 1.0587], [3.4207, -0.1874, 0.5019], [4.2552, 0.5955, 1.2887], [4.8992, 1.6813, 0.7173], [4.6714, 1.9498, -0.6237], [3.8787, 1.2130, -1.3835], [3.2787, 0.1735, -0.8365], [-2.7269, -0.6220, -0.1303], [-5.3635, -1.4573, 0.8188], [-5.4365, -1.1930, -0.9290], [-6.7377, -0.5886, 0.1192], [-3.4008, 2.6763, 0.0809], [-0.9540, 2.7889, -0.3274], [0.3387, 0.7327, -0.6269], [-1.1539, -2.5367, -0.8836], [0.7486, -0.4783, 1.1310], [3.0096, -2.2933, 0.5923], [2.8135, -1.4338, 2.1415], [4.4005, 0.3557, 2.3331], [5.5569, 2.3065, 1.3009], [5.1416, 2.7902, -1.1166], [2.6515, -0.4109, -1.4986], [-3.2035, -1.5893, -0.0895]]}


{"formula": "C29H34AsN3O2V", "method": "ωB97M-V with the def2-TZVPD basis set", "charge": 1, "lumo_ha": [-0.104, -0.122], "s_squared": 2.0134, "homo_lumo_gap_ev": [7.8370, 7.5032], "spin_multiplicity": 3, "de_lowest_kcal_mol": 8.43, "elements": ["V", "O", "C", "C", "C", "C", "C", "C", "C", "N", "C", "C", "N", "C", "C", "C", "C", "C", "C", "C", "O", "H", "H", "H", "H", "H", "H", "H", "H", "H", "H", "H", "H", "H", "H", "C", "C", "As", "C", "C", "C", "C", "H", "H", "H", "H", "H", "H", "H", "H", "H", "H", "H", "H", "H", "H", "H", "N", "C", "C", "C", "C", "C", "C", "C", "H", "H", "H", "H", "H"], "coordinates": [[-0.7303, 0.5686, -1.0375], [-1.2540, -1.0263, -1.8852], [-0.7089, -1.7178, -2.8644], [-1.2158, -2.9896, -3.1653], [-0.6546, -3.7312, -4.1781], [0.4247, -3.2487, -4.9387], [0.8997, -1.9899, -4.6800], [0.3457, -1.2022, -3.6482], [0.7608, 0.1685, -3.5642], [0.3828, 1.0364, -2.6845], [0.6930, 2.4597, -2.9462], [0.6013, 3.2074, -1.6307], [-0.5874, 2.6970, -0.9368], [-1.3895, 3.4842, -0.3352], [-2.5695, 3.0483, 0.3989], [-3.2415, 4.0024, 1.1760], [-4.3646, 3.6655, 1.8987], [-4.8388, 2.3506, 1.8210], [-4.2062, 1.3983, 1.0437], [-3.0608, 1.7338, 0.3229], [-2.4854, 0.8042, -0.4430], [-2.0474, -3.3586, -2.5800], [-1.0537, -4.7154, -4.3931], [0.8489, -3.8507, -5.7297], [1.7011, -1.5756, -5.2817], [1.4195, 0.5157, -4.3623], [-0.0604, 2.8443, -3.6353], [1.6743, 2.5682, -3.4096], [0.5526, 4.2868, -1.7808], [1.4703, 2.9817, -1.0071], [-1.1818, 4.5563, -0.3466], [-2.8575, 5.0164, 1.2030], [-4.8787, 4.4042, 2.4975], [-5.7276, 2.0716, 2.3736], [-4.5778, 0.3853, 0.9696], [1.8801, -4.1912, -1.2301], [2.6928, -2.9142, -1.0631], [1.6892, -1.4235, -0.3150], [3.1939, -0.4315, 0.4378], [4.0461, 0.2023, -0.6567], [1.0179, -2.2759, 1.3237], [-0.4317, -2.7401, 1.2119], [2.4703, -4.9490, -1.7479], [0.9754, -4.0278, -1.8155], [1.5808, -4.6132, -0.2698], [3.0831, -2.5867, -2.0281], [3.5459, -3.0675, -0.3984], [3.7808, -1.1125, 1.0576], [2.7803, 0.3361, 1.0971], [4.4468, -0.5443, -1.3444], [4.8985, 0.7412, -0.2415], [3.4667, 0.9119, -1.2532], [1.1417, -1.5556, 2.1355], [1.6870, -3.1085, 1.5496], [-1.1169, -1.9139, 1.0123], [-0.7572, -3.2274, 2.1326], [-0.5691, -3.4537, 0.3976], [-0.1154, 0.7667, 0.8496], [-0.1474, 0.9016, 1.9886], [-0.2072, 1.0524, 3.4202], [-1.3699, 1.5881, 3.9693], [-1.4436, 1.7313, 5.3443], [-0.3707, 1.3428, 6.1375], [0.7834, 0.8109, 5.5744], [0.8739, 0.6606, 4.2016], [-2.1923, 1.8814, 3.3274], [-2.3361, 2.1428, 5.7948], [-0.4329, 1.4548, 7.2120], [1.6099, 0.5136, 6.2048], [1.7633, 0.2483, 3.7429]]}


{"formula": "C5H9N3O2", "method": "ωB97M-V with the def2-TZVPD basis set", "lumo_ha": 0.010, "homo_lumo_gap_ev": 8.6548, "de_lowest_kcal_mol": 60.01, "elements": ["O", "C", "C", "C", "N", "C", "O", "N", "H", "H", "H", "H", "C", "N", "H", "H", "H", "H", "H"], "coordinates": [[-0.8267, -1.6003, -1.1028], [0.1566, -1.0509, -0.6397], [1.2324, -1.6734, 0.0783], [2.2906, -0.9896, 0.5228], [2.4683, 0.3587, 0.2065], [1.4913, 1.0424, -0.4830], [1.6040, 2.2649, -0.5547], [0.4044, 0.3003, -0.9063], [1.1622, -2.7495, 0.3165], [3.1266, -1.4508, 1.0089], [3.1123, 1.0858, 0.6497], [-0.2931, 0.8480, -1.3717], [-2.6392, 0.9265, 0.3494], [-1.5163, 0.1129, 0.4826], [-2.5410, 1.4316, -0.5540], [-3.6576, 0.4905, 0.2504], [-2.7596, 1.6654, 1.1990], [-1.7267, -0.8320, 1.0194], [-1.0886, -0.1804, -0.4715]]}


{"formula": "C3H4N3O2", "method": "ωB97M-V with the def2-TZVPD basis set", "charge": -1, "lumo_ha": 0.143, "homo_lumo_gap_ev": 7.4550, "de_lowest_kcal_mol": 59.29, "elements": ["C", "C", "C", "N", "N", "N", "O", "O", "H", "H", "H", "H"], "coordinates": [[-1.3343, 1.2209, -0.1433], [0.0181, -1.4720, 0.4232], [-0.1099, 1.1549, 0.7089], [-1.6188, 0.9857, -1.2216], [0.6210, -0.3189, 0.1715], [0.7584, 2.0933, 0.4488], [0.6799, -2.4469, -0.6062], [-0.9106, -1.8014, 1.0739], [-0.5177, 0.8134, 1.7926], [0.4841, -2.1843, -1.4985], [1.1878, -0.2204, -0.5695], [0.7418, 2.1756, -0.5797]]}


| no. | largest force on an atom (hartree/bohr) |
| --- | --- |
| 1 | 0.0135 |
| 2 | 0.0217 |
| 3 | 0.1294 |
| 4 | 0.1349 |